C4H8O | ωB97M-V/def2-TZVPD

As for the highest occupied orbital energy: -10.056 eV. The SMILES is CC1(O)CC1. The calculation puts the lowest unoccupied orbital energy at 1.00 eV.

Cartesian coordinates (Å):
C -0.6517 0.9289 0.9315
C 0.3379 0.0011 0.1896
O 1.5448 -0.2048 0.8761
C -0.2351 -1.0542 -0.6624
C 0.3644 0.1867 -1.2923
H -1.6487 0.8589 0.3849
H -0.2703 1.9084 1.0588
H -0.8193 0.4886 1.9214
H 1.3124 -0.9430 1.4675
H 0.3679 -2.0054 -0.6906
H -1.3130 -1.2529 -0.7447
H -0.3201 0.9939 -1.6615
H 1.3310 0.0937 -1.7783

Quick look at the Mulliken charges, all values in e: -1.19 0.84 -0.54 -0.74 -0.65 0.29 0.30 0.32 0.39 0.25 0.23 0.21 0.29

=====

C4H8O | ωB97M-V/def2-TZVPD

As for the highest occupied orbital energy: -9.473 eV. The SMILES is C=CC.C=O. The calculation puts the lowest unoccupied orbital energy at 0.74 eV.

Cartesian coordinates (Å):
C -1.4988 0.1663 0.3308
C -0.9237 -0.7148 1.1466
C 0.3864 -1.3697 0.8869
H -2.4728 0.5650 0.5981
H -0.9864 0.7058 -0.4526
H -1.4148 -0.8182 2.1114
H 0.9228 -1.6209 1.8014
H 1.0406 -0.7621 0.2585
H 0.2250 -2.3049 0.3435
C 1.1840 1.5397 -1.7595
O 1.3623 2.1316 -0.7330
H 1.9027 0.8108 -2.1657
H 0.2726 1.6715 -2.3664

Quick look at the Mulliken charges, all values in e: -0.61 0.19 -0.85 0.25 -0.02 0.31 0.29 0.21 0.24 -0.18 -0.36 0.26 0.28

=====

no.,E_tot (eV)
1,-6323.9643
2,-6323.2717